1.
{"formula": "C31H36MnN6O4PS3SeTe", "method": "wB97M-V/def2-TZVPD", "symbols": ["Mn", "C", "C", "S", "C", "C", "S", "H", "H", "H", "H", "H", "H", "Se", "N", "C", "C", "C", "C", "C", "N", "C", "C", "N", "C", "C", "C", "C", "C", "N", "H", "H", "H", "H", "H", "H", "C", "C", "C", "N", "C", "S", "N", "C", "O", "C", "C", "C", "C", "C", "C", "H", "H", "H", "H", "H", "H", "H", "H", "H", "H", "H", "H", "H", "H", "C", "C", "O", "P", "O", "Te", "O", "C", "C", "H", "H", "H", "H", "H", "H", "H", "H", "H", "H"], "xyz": [[-1.048, 0.716, 0.725], [0.701, 4.875, 1.765], [-0.001, 3.748, 1.053], [0.502, 2.127, 1.521], [-0.949, 3.919, 0.125], [-1.485, 5.252, -0.316], [-1.704, 2.532, -0.651], [1.537, 4.471, 2.334], [0.020, 5.381, 2.454], [1.079, 5.612, 1.055], [-0.823, 6.069, -0.029], [-2.463, 5.424, 0.140], [-1.612, 5.255, -1.400], [-7.590, -2.114, 3.571], [-6.730, -2.277, 1.998], [-5.665, -1.492, 2.050], [-4.725, -1.363, 0.974], [-4.843, -2.085, -0.212], [-3.891, -1.929, -1.197], [-2.822, -1.058, -0.972], [-2.678, -0.351, 0.130], [-3.622, -0.469, 1.118], [-3.476, 0.304, 2.295], [-2.445, 1.196, 2.347], [-2.264, 1.899, 3.439], [-3.084, 1.795, 4.569], [-4.145, 0.920, 4.537], [-4.376, 0.158, 3.390], [-5.480, -0.750, 3.268], [-6.386, -0.940, 4.214], [-5.686, -2.753, -0.321], [-3.946, -2.478, -2.125], [-2.050, -0.937, -1.722], [-1.431, 2.592, 3.425], [-2.869, 2.397, 5.440], [-4.814, 0.807, 5.379], [5.017, -0.159, -3.700], [4.974, 0.980, -2.686], [3.566, 1.538, -2.507], [2.698, 0.499, -1.972], [1.362, 0.558, -1.883], [0.584, -0.515, -0.850], [0.633, 1.433, -2.655], [0.764, 1.744, -3.997], [0.272, 2.759, -4.445], [1.459, 0.759, -4.879], [2.024, 1.239, -6.060], [2.611, 0.373, -6.964], [2.629, -0.991, -6.704], [2.054, -1.478, -5.540], [1.471, -0.612, -4.630], [6.041, -0.507, -3.838], [4.631, 0.165, -4.667], [4.412, -0.998, -3.361], [5.625, 1.791, -3.017], [5.339, 0.625, -1.719], [3.177, 1.868, -3.469], [3.590, 2.405, -1.838], [3.105, -0.051, -1.220], [-0.146, 1.897, -2.155], [1.986, 2.304, -6.248], [3.053, 0.759, -7.873], [3.080, -1.674, -7.412], [2.055, -2.542, -5.338], [1.009, -1.012, -3.739], [0.566, -3.404, 5.395], [1.077, -2.003, 5.096], [0.300, -1.390, 4.078], [0.747, -1.412, 2.530], [-0.482, -0.822, 1.870], [2.935, -0.562, 2.250], [0.678, -2.995, 2.161], [1.815, -3.735, 1.740], [1.396, -5.151, 1.390], [1.133, -3.847, 6.215], [0.654, -4.029, 4.508], [-0.487, -3.355, 5.672], [2.131, -2.024, 4.792], [0.989, -1.371, 5.983], [2.563, -3.758, 2.540], [2.272, -3.254, 0.871], [0.879, -5.615, 2.229], [2.287, -5.733, 1.152], [0.735, -5.149, 0.524]], "forces_ev_per_angstrom": [[0.03, 0.69, -0.03], [-0.07, -0.13, -0.08], [-0.36, -0.07, -0.29], [0.68, 0.48, 0.17], [0.21, 0.15, 0.14], [0.05, -0.16, 0.04], [-0.09, -0.40, 0.06], [0.04, 0.12, 0.05], [0.07, 0.03, 0.06], [0.04, 0.05, 0.05], [0.01, 0.03, -0.02], [-0.04, 0.07, -0.07], [-0.03, 0.11, -0.01], [0.00, -0.03, 0.02], [0.09, -0.20, -0.49], [-0.36, -0.18, 0.07], [0.23, 0.26, 0.20], [0.22, 0.08, -0.15], [-0.29, -0.14, 0.12], [0.20, 0.19, -0.16], [-0.70, -0.50, -0.03], [-0.16, -0.13, -0.10], [-0.10, 0.22, 0.41], [-0.34, -0.37, 0.40], [0.11, 0.17, -0.20], [-0.28, -0.15, 0.08], [0.21, 0.24, 0.07], [0.15, -0.11, -0.50], [-0.36, -0.13, 0.21], [0.25, 0.35, 0.31], [0.00, -0.04, -0.03], [0.02, 0.01, -0.04], [0.04, 0.01, 0.06], [0.08, -0.07, -0.01], [-0.02, 0.02, 0.02], [-0.03, -0.03, 0.01], [0.07, 0.08, 0.12], [-0.23, -0.12, -0.20], [0.24, 0.19, -0.08], [-0.25, 0.44, 0.20], [-0.04, -0.82, 0.26], [0.25, -0.23, -0.57], [0.30, 0.31, -0.10], [0.04, 0.27, 0.26], [0.02, -0.16, -0.04], [0.07, -0.26, -0.42], [-0.04, 0.13, 0.16], [0.08, -0.02, -0.03], [-0.03, -0.01, 0.04], [0.05, -0.08, -0.09], [-0.09, 0.15, 0.09], [0.01, -0.06, -0.03], [-0.03, 0.00, -0.05], [-0.01, -0.07, -0.05], [0.02, 0.04, 0.11], [0.08, 0.10, 0.03], [0.09, 0.02, 0.02], [-0.12, -0.09, 0.02], [-0.12, -0.12, -0.06], [-0.08, -0.05, 0.03], [-0.02, 0.01, -0.03], [-0.01, 0.01, 0.00], [0.02, -0.01, -0.01], [-0.01, -0.01, 0.00], [-0.04, -0.01, 0.06], [-0.05, 0.24, -0.13], [0.25, -0.27, 0.17], [0.01, 0.08, -0.23], [-0.44, -0.37, 0.30], [0.41, 0.19, -0.17], [0.02, -0.02, 0.06], [0.00, 0.33, 0.03], [0.34, -0.40, -0.12], [-0.12, 0.29, 0.06], [0.02, -0.03, 0.02], [0.01, -0.08, 0.04], [-0.01, -0.07, 0.04], [-0.06, 0.05, 0.09], [0.03, 0.02, -0.11], [-0.04, 0.10, -0.07], [0.01, 0.05, 0.11], [-0.01, -0.06, -0.01], [0.00, -0.05, -0.01], [-0.06, -0.05, 0.01]], "total_energy_ev": -195623.6845, "total_charge": -1, "de_lowest_kj_mol": 0.0, "homo_energy_ev": [-2.38, -4.59], "multiplicity": 6}

***

2.
{"formula": "C31H36N3O2", "method": "wB97M-V/def2-TZVPD", "symbols": ["C", "O", "C", "O", "C", "C", "C", "C", "N", "C", "C", "C", "C", "C", "C", "C", "C", "C", "N", "C", "C", "C", "C", "C", "C", "C", "C", "C", "N", "C", "C", "C", "C", "C", "C", "C", "H", "H", "H", "H", "H", "H", "H", "H", "H", "H", "H", "H", "H", "H", "H", "H", "H", "H", "H", "H", "H", "H", "H", "H", "H", "H", "H", "H", "H", "H", "H", "H", "H", "H", "H", "H"], "xyz": [[3.626, -0.580, 1.018], [2.748, -1.319, 0.144], [1.795, -2.093, 0.693], [1.504, -2.103, 1.879], [1.131, -2.999, -0.327], [1.754, -4.406, -0.099], [0.659, -5.257, 0.522], [-0.655, -4.502, 0.317], [-0.305, -3.147, -0.080], [-1.312, -2.248, -0.244], [-2.664, -2.883, -0.360], [-3.847, -1.936, -0.527], [-3.827, -0.897, 0.592], [-2.561, -0.053, 0.434], [-1.233, -0.823, 0.274], [-0.132, 0.083, -0.138], [0.405, 0.759, 1.124], [0.146, 0.338, 2.433], [0.723, 1.200, 3.325], [0.650, 1.018, 4.760], [1.363, 2.220, 2.630], [2.034, 3.329, 3.130], [2.572, 4.231, 2.193], [2.438, 3.993, 0.815], [1.803, 2.840, 0.329], [1.210, 1.960, 1.230], [-0.502, 1.138, -1.153], [-0.938, 2.429, -0.869], [-1.053, 3.155, -2.024], [-1.290, 4.582, -2.039], [-0.708, 2.346, -3.109], [-0.531, 2.712, -4.431], [0.032, 1.758, -5.293], [0.307, 0.461, -4.831], [0.119, 0.089, -3.487], [-0.367, 1.057, -2.600], [4.634, -0.751, 0.640], [3.363, 0.476, 0.931], [3.519, -0.923, 2.050], [1.387, -2.601, -1.323], [2.077, -4.808, -1.064], [2.635, -4.365, 0.559], [0.598, -6.246, 0.059], [0.831, -5.392, 1.597], [-1.259, -5.009, -0.453], [-1.234, -4.495, 1.255], [-2.662, -3.578, -1.212], [-2.896, -3.480, 0.550], [-4.790, -2.500, -0.510], [-3.787, -1.424, -1.499], [-3.856, -1.371, 1.587], [-4.699, -0.233, 0.503], [-2.468, 0.632, 1.289], [-2.709, 0.572, -0.451], [-0.979, -1.141, 1.295], [0.688, -0.457, -0.629], [-0.434, -0.489, 2.840], [1.309, 1.730, 5.264], [-0.381, 1.159, 5.111], [0.953, -0.010, 5.007], [2.133, 3.468, 4.203], [3.091, 5.126, 2.541], [2.859, 4.715, 0.109], [1.749, 2.638, -0.741], [-1.146, 2.899, 0.092], [-1.476, 4.920, -3.061], [-2.158, 4.807, -1.408], [-0.432, 5.133, -1.625], [-0.807, 3.714, -4.758], [0.234, 2.021, -6.331], [0.714, -0.268, -5.532], [0.305, -0.920, -3.114]], "forces_ev_per_angstrom": [[0.05, 0.16, 0.08], [-0.61, -1.07, 0.07], [0.23, 1.08, 1.60], [0.27, -0.38, -1.43], [1.30, 0.70, 0.44], [0.26, -0.02, -0.54], [-0.21, -0.19, 0.46], [-0.14, -1.45, -0.18], [-1.80, 1.66, -1.17], [0.83, -1.46, 1.76], [-0.92, -0.13, -0.02], [-0.11, 0.50, 0.12], [0.17, 0.10, -0.10], [-0.61, -0.03, -0.39], [-1.19, -1.00, 0.10], [1.73, 1.72, -0.35], [-0.30, -0.47, 0.91], [0.43, 1.11, -0.94], [0.19, 0.23, -0.31], [-0.17, -0.15, 0.12], [-0.33, -0.64, -0.31], [0.44, 0.53, -0.58], [-0.40, -0.45, 0.60], [-0.02, -0.51, -0.30], [0.32, 0.79, -0.17], [-0.19, -0.34, 1.09], [-0.56, 0.90, -0.34], [0.34, -1.03, -0.53], [-0.08, -0.54, -0.24], [-0.04, 0.26, 0.17], [0.29, 0.13, 1.06], [0.32, -0.38, -0.66], [-0.57, 0.42, 0.49], [0.20, -0.50, 0.62], [-0.28, 0.43, -0.61], [0.02, 0.67, 0.53], [-0.12, 0.03, 0.12], [0.06, -0.14, 0.11], [0.01, 0.07, -0.21], [-0.60, -0.26, 0.27], [-0.05, 0.06, 0.20], [-0.31, 0.13, -0.35], [0.08, 0.16, 0.15], [0.02, 0.01, -0.30], [0.14, 0.30, 0.23], [0.10, 0.22, -0.43], [0.25, -0.08, 0.27], [0.45, 0.16, -0.43], [0.37, -0.02, -0.09], [-0.06, -0.09, 0.20], [-0.11, -0.03, -0.27], [0.25, -0.24, 0.17], [0.23, -0.20, -0.28], [0.10, -0.08, 0.13], [-0.03, -0.29, -0.11], [-0.14, -0.11, 0.19], [0.30, 0.24, -0.16], [-0.17, -0.24, -0.11], [0.27, 0.10, 0.01], [0.05, 0.34, 0.04], [0.06, 0.18, -0.23], [-0.18, -0.31, -0.10], [-0.11, -0.33, 0.24], [0.03, 0.20, 0.26], [0.14, -0.19, -0.34], [-0.04, -0.04, 0.26], [0.09, 0.02, -0.27], [-0.14, -0.18, -0.22], [0.23, -0.27, -0.11], [-0.11, -0.12, 0.27], [-0.12, 0.16, 0.17], [0.19, 0.19, -0.34]], "total_energy_ev": -41290.4192, "total_charge": 1, "de_lowest_kj_mol": 18.1, "smiles": "COC(=O)[C@H]1CCC/[N+]1=C1\\CCCC[C@@H]1C(c1cn(C)c2ccccc12)c1cn(C)c2ccccc12", "homo_energy_ev": -9.94}

***

3.
{"formula": "C31H36O8PTi", "method": "wB97M-V/def2-TZVPD", "symbols": ["Ti", "C", "C", "O", "C", "C", "O", "C", "C", "O", "C", "C", "O", "H", "H", "H", "H", "H", "H", "H", "H", "H", "H", "H", "H", "H", "H", "H", "H", "O", "C", "O", "C", "O", "O", "C", "C", "C", "C", "C", "C", "C", "P", "C", "C", "C", "C", "C", "C", "C", "C", "C", "C", "C", "C", "C", "C", "H", "H", "H", "H", "H", "H", "H", "H", "H", "H", "H", "H", "H", "H", "H", "H", "H", "H", "H", "H"], "xyz": [[0.372, 0.894, 1.868], [-2.070, 3.690, 2.331], [-2.395, 3.236, 0.888], [-1.236, 2.892, 0.159], [-0.409, 3.962, -0.205], [0.909, 3.390, -0.730], [1.327, 2.348, 0.126], [2.681, 2.012, -0.090], [2.962, 0.650, 0.607], [2.029, 0.355, 1.552], [1.216, 2.414, 3.191], [0.139, 3.463, 3.349], [-1.048, 2.859, 2.826], [-1.758, 4.746, 2.361], [-2.972, 3.576, 2.945], [-2.973, 2.309, 0.935], [-2.975, 4.010, 0.361], [-0.892, 4.569, -0.990], [-0.192, 4.616, 0.649], [0.777, 3.000, -1.750], [1.666, 4.193, -0.751], [2.885, 1.919, -1.167], [3.321, 2.805, 0.335], [2.980, -0.142, -0.166], [3.979, 0.690, 1.050], [1.401, 1.927, 4.155], [2.157, 2.855, 2.839], [-0.051, 3.761, 4.398], [0.372, 4.383, 2.781], [-3.337, 0.688, 2.530], [-2.135, 0.436, 2.476], [-1.393, 0.563, 1.421], [-1.301, -0.073, 3.659], [-1.766, -0.414, 4.744], [-0.047, -0.121, 3.336], [1.347, -2.630, 2.173], [1.604, -3.280, 0.852], [2.335, -4.456, 0.796], [2.574, -5.115, -0.403], [2.029, -4.600, -1.571], [1.304, -3.428, -1.535], [1.115, -2.716, -0.343], [0.126, -1.158, -0.303], [-1.496, -1.996, -0.617], [-2.112, -2.404, 0.572], [-3.242, -3.189, 0.588], [-3.791, -3.614, -0.614], [-3.212, -3.199, -1.798], [-2.085, -2.388, -1.833], [-1.638, -1.922, -3.186], [0.610, -0.328, -1.854], [1.878, -0.521, -2.395], [2.345, 0.211, -3.475], [1.532, 1.188, -4.056], [0.286, 1.427, -3.544], [-0.224, 0.713, -2.411], [-1.462, 1.008, -1.904], [1.551, -3.318, 2.992], [0.309, -2.302, 2.248], [1.962, -1.733, 2.299], [2.728, -4.872, 1.715], [3.161, -6.024, -0.423], [2.173, -5.115, -2.511], [0.882, -3.054, -2.455], [-1.698, -2.064, 1.514], [-3.698, -3.461, 1.528], [-4.667, -4.247, -0.629], [-3.657, -3.501, -2.739], [-1.960, -2.620, -3.957], [-0.562, -1.797, -3.247], [-2.085, -0.949, -3.396], [2.516, -1.293, -1.980], [3.337, 0.021, -3.866], [1.902, 1.759, -4.899], [-0.340, 2.191, -3.989], [-1.834, 0.538, -1.011], [-2.069, 1.775, -2.359]], "forces_ev_per_angstrom": [[1.98, 2.05, -0.68], [-0.27, 0.16, -0.51], [0.04, -0.15, 0.15], [0.15, 0.48, 0.34], [0.23, -0.01, -0.13], [-0.76, 0.41, -0.45], [-0.17, -0.35, 0.43], [0.58, -0.45, 0.19], [1.30, 0.15, -1.35], [0.32, -0.30, 0.58], [-0.24, 0.36, 0.24], [0.22, 0.41, 0.31], [0.13, -0.22, 0.04], [0.04, -0.23, 0.04], [0.10, 0.05, -0.08], [0.00, 0.30, -0.06], [0.04, -0.06, 0.11], [0.19, -0.03, 0.09], [-0.09, 0.02, 0.08], [0.10, -0.03, 0.25], [-0.14, -0.19, 0.07], [-0.09, 0.01, 0.16], [-0.18, -0.11, -0.09], [-0.01, 0.29, 0.30], [-0.40, -0.03, -0.08], [0.09, -0.11, -0.24], [-0.19, -0.22, -0.08], [0.04, -0.05, -0.31], [-0.15, -0.28, 0.09], [1.68, -0.51, 0.22], [-2.83, 0.36, -0.06], [-1.55, -0.09, -0.21], [-2.00, -1.08, 2.70], [0.74, 0.66, -1.88], [0.85, -0.42, 0.69], [0.02, 0.15, 0.22], [-0.17, 0.44, -0.46], [0.28, -0.46, -0.19], [-0.18, 0.27, 0.14], [0.21, -0.33, 0.01], [-0.14, 0.32, 0.29], [0.27, -0.49, 0.11], [-0.20, -0.03, -1.32], [-0.25, -0.18, 0.19], [0.23, 0.31, -0.16], [-0.32, -0.28, -0.02], [0.08, 0.09, 0.18], [-0.21, -0.14, 0.03], [0.18, 0.23, 0.00], [0.07, -0.19, -0.17], [0.93, -0.13, 0.20], [-0.35, -0.07, 0.04], [0.93, -0.32, -0.10], [-0.48, 0.15, 0.21], [0.60, 0.16, -0.60], [-1.34, 0.14, 0.71], [0.37, -0.21, -0.31], [0.01, -0.02, 0.04], [0.16, -0.12, 0.11], [-0.10, -0.23, 0.05], [0.00, -0.01, 0.08], [0.01, -0.05, 0.02], [-0.01, -0.02, -0.06], [-0.02, 0.13, -0.07], [0.02, -0.07, 0.02], [-0.02, -0.04, 0.09], [-0.08, -0.03, 0.02], [0.01, -0.01, -0.03], [-0.02, -0.13, -0.02], [-0.01, 0.06, -0.11], [0.10, 0.02, 0.04], [0.09, 0.05, -0.02], [0.01, -0.05, -0.02], [-0.04, 0.05, -0.08], [-0.10, 0.03, 0.01], [-0.16, 0.01, 0.11], [-0.10, 0.20, -0.03]], "total_energy_ev": -81516.5911, "total_charge": -1, "homo_energy_ev": -2.35}